(1)
Computed, not measured: 3 unconnected molecules or ions with the total composition C30H50O8, with ωB97M-V with the def2-TZVPD basis set.

Positions of all 88 atoms, in Å:
C: -4.26996 0.45325 2.53050
C: -4.06490 -0.15333 1.13363
C: -3.89700 -1.66743 1.17935
C: -3.63802 -2.30489 -0.19045
C: -2.17370 -2.18345 -0.61804
C: -1.26415 -3.21449 0.07653
C: 0.19290 -2.73472 0.27260
C: 0.64851 -2.65520 1.74875
C: 1.65802 -3.75386 2.11731
C: 3.10880 -3.43273 1.73544
C: 3.94282 -2.85074 2.87585
C: 3.53025 -1.45381 3.35438
C: 4.19983 -1.11236 4.70120
C: 4.48281 0.36878 4.91378
C: 5.59814 0.88820 3.98897
C: 6.41119 2.04574 4.47967
C: 7.16082 2.87453 3.73613
C: 7.34920 2.89337 2.25338
C: 7.10359 4.26405 1.61064
C: 5.64845 4.68651 1.70354
O: 5.58030 6.08212 1.37665
C: 7.84996 3.82611 4.64699
O: 8.48701 4.80074 4.41166
O: 7.61607 3.40124 5.94241
C: 6.55727 2.50677 5.89811
O: 5.90412 2.28695 6.86642
H: -3.75386 1.40709 2.64379
H: -3.85334 -0.22020 3.28353
H: -5.32718 0.58976 2.75443
H: -4.91588 0.07740 0.49156
H: -3.19047 0.29247 0.64987
H: -4.81762 -2.10791 1.57845
H: -3.10267 -1.93570 1.88540
H: -3.95711 -3.35054 -0.18029
H: -4.27667 -1.80911 -0.92678
H: -2.12083 -2.36609 -1.69467
H: -1.81482 -1.17046 -0.42434
H: -1.24971 -4.11370 -0.54272
H: -1.70853 -3.49353 1.03412
H: 0.86287 -3.40601 -0.27026
H: 0.30095 -1.75317 -0.19339
H: 1.07503 -1.66661 1.92083
H: -0.23204 -2.75421 2.38689
H: 1.57691 -4.01841 3.17448
H: 1.35668 -4.64325 1.55606
H: 3.59430 -4.36349 1.43069
H: 3.13608 -2.74977 0.88142
H: 5.00170 -2.80530 2.60490
H: 3.87228 -3.50707 3.75071
H: 2.45107 -1.42471 3.50214
H: 3.81807 -0.70185 2.61450
H: 5.11007 -1.70563 4.83412
H: 3.52524 -1.43761 5.49899
H: 4.81011 0.50755 5.94172
H: 3.57051 0.95712 4.79302
H: 5.20357 1.12419 2.99826
H: 6.29080 0.05235 3.82760
H: 6.64864 2.18560 1.80174
H: 8.35009 2.53020 2.00838
H: 7.42061 4.25949 0.56682
H: 7.68532 5.04274 2.10364
H: 5.03116 4.12660 0.99644
H: 5.28197 4.56242 2.72731
H: 4.76138 6.24780 0.90352
O: -6.36685 -0.97553 -1.34980
C: -6.37332 -0.21187 -2.27199
O: -5.26756 0.47838 -2.63576
C: -5.58028 1.39469 -3.70147
C: -6.83406 0.83177 -4.35610
C: -7.53326 0.16835 -3.17034
H: -5.73972 2.38291 -3.26282
H: -4.72984 1.44240 -4.37780
H: -7.42806 1.59267 -4.85910
H: -6.56009 0.07644 -5.09424
H: -8.17501 0.85990 -2.62082
H: -8.10276 -0.71466 -3.44617
O: -6.32558 -1.22044 -6.85678
C: -5.81141 -0.50197 -7.66353
O: -5.57813 0.81178 -7.42901
C: -5.04624 1.44407 -8.60794
C: -4.44036 0.31212 -9.42836
C: -5.35123 -0.85897 -9.06358
H: -5.86706 1.94164 -9.12817
H: -4.31961 2.19170 -8.30052
H: -4.39803 0.53308 -10.49242
H: -3.42535 0.10942 -9.08486
H: -6.23076 -0.91551 -9.70670
H: -4.84244 -1.81827 -9.06024

LUMO energy, eV: -0.5
Orbital gap, eV: 9.34
HOMO level, eV: -9.81

How is the electron density shared among the atoms? According to Löwdin, the charges in e are: -0.107, -0.259, -0.225, -0.212, -0.208, -0.202, -0.197, -0.206, -0.209, -0.211, -0.222, -0.205, -0.215, -0.190, -0.117, -0.045, -0.085, -0.112, -0.172, -0.253, -0.068, -0.383, 0.184, 0.142, -0.368, 0.176, 0.062, 0.064, 0.067, 0.088, 0.101, 0.116, 0.099, 0.113, 0.080, 0.108, 0.098, 0.105, 0.095, 0.101, 0.099, 0.090, 0.101, 0.109, 0.106, 0.105, 0.114, 0.110, 0.112, 0.100, 0.108, 0.111, 0.114, 0.097, 0.125, 0.109, 0.138, 0.111, 0.134, 0.120, 0.109, 0.122, 0.119, 0.079, 0.111, -0.477, 0.023, -0.147, -0.153, -0.063, 0.125, 0.120, 0.120, 0.080, 0.130, 0.126, 0.120, -0.477, 0.012, -0.148, -0.150, -0.070, 0.127, 0.125, 0.116, 0.119, 0.133, 0.127



(2)
Computed, not measured: a molecular structure, C30H45BrO2P2Re, with ωB97M-V with the def2-TZVPD basis set.

Positions of all 81 atoms, in Å:
Re: -0.11640 -0.32261 1.45478
C: -0.06100 0.29487 3.69116
C: -1.21625 0.75455 2.94465
C: -1.32670 -1.57145 3.13177
C: -0.11913 -1.12534 3.78350
C: -2.00822 -0.42767 2.61752
C: 0.93367 1.17559 4.38425
H: 0.97245 2.17065 3.93134
H: 1.93364 0.73512 4.33364
H: 0.66935 1.29400 5.44442
C: 0.95155 -1.97115 4.36941
H: 1.83533 -1.36369 4.57319
H: 1.22440 -2.74846 3.64739
H: 0.65399 -2.45522 5.30472
C: -1.81947 -2.95900 2.97831
H: -2.24480 -3.36029 3.90310
H: -0.99389 -3.60673 2.66357
H: -2.59516 -2.99056 2.21204
C: -3.41085 -0.42733 2.08385
H: -4.12905 -0.48875 2.91428
H: -3.56633 -1.29367 1.43713
H: -3.62344 0.47781 1.51486
C: -1.75448 2.15973 2.97079
H: -2.40174 2.26610 3.85573
H: -2.35265 2.38134 2.08313
H: -0.94766 2.89469 3.04527
C: 1.75014 0.02178 0.42633
C: 1.38026 1.15282 1.20951
C: 0.82755 2.42668 0.58509
C: -0.38809 2.14610 -0.30751
C: -1.13276 0.87082 0.08878
C: -0.85702 -0.42805 -0.49212
C: 0.22168 -0.60931 -1.52919
C: 1.58821 -0.06020 -1.07648
H: 1.61679 2.95149 0.02684
H: -0.09982 2.12129 -1.36488
H: 0.53589 3.10671 1.40022
H: 1.78009 0.92232 -1.52675
H: 2.59111 -0.54993 0.82964
H: 2.02637 1.33421 2.06879
H: 2.36655 -0.73701 -1.45164
H: 0.32733 -1.68367 -1.72500
H: -1.73686 -1.07107 -0.61855
H: -0.09008 -0.14594 -2.47402
H: -1.09320 2.98134 -0.20111
H: -2.20022 1.03617 0.24103
P: 0.56780 3.03074 -4.23485
C: 2.30143 2.63087 -4.72316
C: 0.70082 4.85679 -4.47827
P: -1.95490 2.13244 -5.44847
C: -0.20465 2.59983 -5.86641
C: -2.80736 3.59697 -6.18135
C: -2.21339 1.02703 -6.90205
H: 2.40087 1.54234 -4.80539
H: 2.97188 3.00053 -3.93917
H: 2.54734 3.10322 -5.68060
H: 1.18142 5.08367 -5.43558
H: 1.31767 5.24263 -3.65678
H: -0.28973 5.32311 -4.43401
H: -1.94086 1.53577 -7.83278
H: -3.27273 0.74762 -6.92352
H: -1.60016 0.12810 -6.77374
H: 0.30307 1.72529 -6.30032
H: -0.15081 3.43971 -6.57692
H: -3.87662 3.35439 -6.21947
H: -2.43811 3.79403 -7.19361
H: -2.66188 4.47574 -5.54379
Br: 4.14400 -3.32044 1.68787
C: 2.87808 -4.40818 2.61719
C: 3.19743 -5.09059 3.80585
C: 2.20055 -5.78357 4.50607
C: 0.92200 -5.92030 3.94313
C: 0.64182 -5.33082 2.71065
C: 1.57718 -4.46772 2.11049
C: 1.15820 -3.58870 0.92867
O: 1.28223 -4.07278 -0.18848
O: 0.74953 -2.38831 1.22749
H: 4.21272 -5.07207 4.19557
H: 2.42433 -6.25669 5.46208
H: 0.14475 -6.44122 4.50933
H: -0.31498 -5.50849 2.25156

Multiplicity: 4
LUMO energy (spin up / spin down), eV: -5.5 / -9.9
<S²>: 3.78
Total charge: +2
ΔE to the lowest compared entry with this formula, charge and spin, kcal/mol: 0.00
Orbital gap (spin up / spin down), eV: 7.27 / 2.83
HOMO level (spin up / spin down), eV: -12.73 / -12.73

How is the electron density shared among the atoms? According to Löwdin, the charges in e are: 1.706, -0.260, -0.348, -0.210, -0.195, -0.304, -0.009, 0.084, 0.088, 0.117, 0.026, 0.092, 0.064, 0.118, 0.023, 0.121, 0.055, 0.092, -0.001, 0.117, 0.087, 0.076, 0.002, 0.113, 0.082, 0.078, -0.193, -0.265, -0.162, -0.174, -0.298, -0.289, -0.178, -0.145, 0.125, 0.058, 0.104, 0.105, 0.112, 0.116, 0.131, 0.116, 0.129, 0.103, 0.117, 0.095, 0.880, -0.267, -0.264, 0.975, -0.580, -0.250, -0.251, 0.048, 0.051, 0.067, 0.063, 0.052, 0.043, 0.075, 0.057, 0.054, 0.060, 0.068, 0.058, 0.070, 0.046, 0.804, -0.604, -0.094, -0.063, -0.059, -0.046, -0.218, -0.607, 0.097, -0.142, 0.110, 0.114, 0.115, 0.117



(3)
Computed, not measured: a molecular structure, BrClH2N2, with ωB97M-V with the def2-TZVPD basis set.

Positions of all 6 atoms, in Å:
N: 0.24592 0.07521 0.78245
N: 2.91749 2.21443 -0.46718
Cl: 1.32083 1.63341 -0.19570
Br: 3.89625 1.20029 -1.61890
H: 0.41931 0.28037 1.77432
H: 0.92175 -0.65624 0.50336

LUMO energy (spin up / spin down), eV: -1.1 / -1.3
ΔE to the lowest compared entry with this formula, charge and spin, kcal/mol: 72.23
Orbital gap (spin up / spin down), eV: 8.64 / 8.02
HOMO level (spin up / spin down), eV: -9.70 / -9.36

How is the electron density shared among the atoms? According to Löwdin, the charges in e are: -0.169, -0.937, 0.609, 0.534, -0.017, -0.019



(4)
Computed, not measured: C17H17N5 in the gas phase, with ωB97M-V with the def2-TZVPD basis set.

Positions of all 39 atoms, in Å:
N: 1.74429 -0.55401 -0.14778
N: -1.41871 1.16737 2.00853
N: -2.81928 1.00659 0.17606
C: 2.41423 -1.03214 -1.21008
C: 0.50331 -0.25321 -0.70269
C: 0.44880 -0.34644 -2.12431
C: -2.62515 1.29072 1.45570
C: -0.38729 0.69308 1.28757
C: -1.85122 0.60604 -0.58411
C: -6.19049 1.93433 3.94071
C: -6.23895 1.45310 2.64851
C: -4.92420 2.28939 4.42439
C: -5.15674 1.23365 1.92176
C: -3.75284 2.18446 3.64616
C: -0.57996 0.38275 -0.02201
C: -3.80340 1.63373 2.33116
N: 1.68343 -0.89573 -2.36760
N: 5.55977 -1.10094 -2.62422
C: 4.80894 -2.11458 -3.30876
C: 4.72683 -0.48924 -1.63695
C: 3.86778 -2.72134 -2.27569
C: 3.79131 -1.57964 -1.21579
H: -0.41434 -0.07795 -2.75770
H: 0.53688 0.37700 1.80866
H: -2.09737 0.16174 -1.57575
H: -7.09627 2.20536 4.66879
H: -7.22766 1.17238 2.54511
H: -4.75474 2.75521 5.40898
H: -5.02904 0.57463 1.05161
H: -2.87415 2.70349 4.03628
H: 2.20350 -0.71516 -3.22555
H: 6.39405 -1.44539 -2.14320
H: 4.19812 -1.55650 -4.02789
H: 5.45807 -2.87584 -3.70311
H: 4.26254 0.43473 -2.09167
H: 5.35877 -0.02028 -0.82151
H: 4.36566 -3.62793 -1.95644
H: 2.91100 -2.94400 -2.65244
H: 4.00452 -1.90941 -0.18473

LUMO energy, eV: 0.3
ΔE to the lowest compared entry with this formula, charge and spin, kcal/mol: 50.07
Orbital gap, eV: 8.15
HOMO level, eV: -7.85

How is the electron density shared among the atoms? According to Löwdin, the charges in e are: 0.186, 0.138, 0.117, -0.307, -0.257, -0.006, -0.301, -0.058, -0.067, -0.097, -0.139, -0.105, -0.040, -0.039, -0.178, -0.102, 0.073, -0.084, -0.217, -0.207, -0.113, -0.226, 0.118, 0.127, 0.123, 0.149, 0.081, 0.100, 0.107, 0.104, 0.154, 0.117, 0.110, 0.114, 0.133, 0.142, 0.110, 0.086, 0.153



(5)
Computed, not measured: C5H7NO in the gas phase, with ωB97M-V with the def2-TZVPD basis set.

Positions of all 14 atoms, in Å:
C: 0.09141 -1.64990 -1.14050
C: 0.81072 -0.57273 -0.27039
C: 2.04555 -0.54803 -0.82396
O: -0.00591 2.11868 -0.24017
C: -0.32087 1.38005 0.68475
N: -1.19491 1.77869 1.67924
C: 0.00332 -0.04390 0.69527
H: -0.54406 -2.24303 -0.47999
H: 0.70393 -2.31385 -1.74886
H: -0.53301 -1.02676 -1.78992
H: 2.23584 -0.31300 -1.87230
H: -1.41919 2.76181 1.68715
H: -1.14279 1.34037 2.58667
H: -0.79222 -0.67651 1.07027

LUMO energy (spin up / spin down), eV: -1.1 / -0.9
ΔE to the lowest compared entry with this formula, charge and spin, kcal/mol: 108.81
Orbital gap (spin up / spin down), eV: 7.04 / 7.24
HOMO level (spin up / spin down), eV: -8.13 / -8.15

How is the electron density shared among the atoms? According to Löwdin, the charges in e are: -0.030, -0.407, 0.259, 0.031, -0.560, 0.128, -0.048, 0.092, 0.076, 0.107, 0.061, 0.098, 0.093, 0.101



(6)
Computed, not measured: a molecular structure, C6H11NO, with ωB97M-V with the def2-TZVPD basis set.

Positions of all 19 atoms, in Å:
C: 1.18903 0.12719 -0.19917
C: 0.32871 -1.00469 0.39141
C: 1.75313 1.09421 0.83681
C: -1.13936 -0.68463 0.18262
N: -1.27639 0.62939 -0.33997
C: 0.19495 0.65587 -1.60336
C: -2.16290 -1.50025 0.39381
O: 0.01442 -0.09263 -2.52515
H: 2.03482 -0.31984 -0.72784
H: -2.22796 0.88284 -0.58657
H: -0.58019 1.20951 0.22124
H: 0.30332 1.74717 -1.69588
H: 0.53220 -1.93431 -0.13832
H: 0.52914 -1.15071 1.45574
H: 0.96720 1.55205 1.44131
H: 2.41859 0.57641 1.53555
H: 2.30737 1.89871 0.35350
H: -3.18341 -1.19699 0.21785
H: -2.00268 -2.48929 0.78641

LUMO energy, eV: 0.8
ΔE to the lowest compared entry with this formula, charge and spin, kcal/mol: 67.60
Orbital gap, eV: 9.20
HOMO level, eV: -8.41

How is the electron density shared among the atoms? According to Löwdin, the charges in e are: -0.280, -0.128, -0.091, -0.374, 0.077, -0.340, 0.053, -0.003, 0.119, 0.141, 0.131, 0.112, 0.122, 0.119, 0.069, 0.082, 0.075, 0.054, 0.060